A structure of composition C48H46BrCeF4N7O3P2, computed with ωB97M-V/def2-TZVPD.

```
112
Properties=species:S:1:pos:R:3:forces:R:3:lowdin_charge:R:1
Ce 0.13746 0.08618 -0.28802 -1.73 -1.22 0.89 0.985
O 0.80328 2.69705 -2.73900 -0.16 0.06 -0.10 0.105
C 0.23947 1.62286 -2.62834 0.43 0.02 -1.21 -0.521
N -0.86494 1.30509 -1.91291 0.10 -0.03 1.21 -0.022
C -1.65439 2.36632 -1.40690 -0.58 0.45 0.34 -0.213
C -2.03769 3.39961 -2.25859 0.04 -0.18 0.02 -0.005
C -2.84176 4.42399 -1.80633 -0.06 0.05 0.04 -0.053
C -3.28090 4.41348 -0.48742 0.02 0.03 -0.17 -0.052
C -2.91973 3.39379 0.37135 0.06 -0.08 0.12 0.006
C -2.08949 2.34884 -0.05932 -0.12 0.38 -0.53 -0.192
N -1.58138 1.32079 0.76618 0.68 -0.29 -0.89 -0.025
C -1.88172 1.27627 2.09464 0.21 -0.43 0.54 -0.453
O -2.67115 1.94566 2.72578 -0.04 0.09 -0.19 0.096
C -1.07116 0.25528 2.86906 0.10 0.04 0.23 -0.177
C -1.33641 0.12402 4.22503 -0.02 0.05 -0.08 0.028
C -0.56842 -0.73571 4.98684 0.06 -0.03 -0.09 -0.004
C 0.45845 -1.43299 4.36381 -0.09 0.05 0.05 -0.019
C 0.65584 -1.25017 3.01031 0.21 -0.17 -0.15 -0.130
N -0.08909 -0.42901 2.25787 -0.28 0.32 -0.20 0.022
C 0.77295 0.41951 -3.37695 0.16 -0.10 -0.15 -0.198
C 1.03723 0.53033 -4.73267 0.06 0.14 0.06 0.033
C 1.45326 -0.59386 -5.42522 -0.04 -0.08 0.12 -0.004
C 1.61731 -1.77896 -4.72041 0.04 0.08 -0.09 -0.028
C 1.35819 -1.79370 -3.36382 -0.01 -0.25 0.20 -0.126
N 0.92156 -0.72398 -2.68709 -0.22 0.43 -0.08 0.031
H -1.70116 3.37045 -3.28589 0.00 0.07 -0.01 0.126
H -3.13118 5.21878 -2.48011 -0.02 0.00 0.02 0.115
H -3.91601 5.20722 -0.11798 -0.01 0.00 -0.02 0.116
H -3.26791 3.40345 1.38844 -0.02 0.02 -0.02 0.102
H -2.13740 0.71549 4.64311 -0.01 0.00 0.01 0.133
H -0.75657 -0.85660 6.04530 0.00 0.01 0.00 0.127
H 1.10090 -2.10310 4.91703 0.00 -0.02 -0.03 0.121
H 1.45092 -1.78316 2.50451 0.00 0.03 -0.03 0.086
H 0.89747 1.48804 -5.21612 0.03 -0.01 -0.01 0.139
H 1.64403 -0.55286 -6.48923 0.00 0.02 0.00 0.129
H 1.95699 -2.67932 -5.21259 -0.03 -0.02 0.03 0.126
H 1.49834 -2.70207 -2.79295 -0.02 0.01 0.00 0.081
F -1.24316 -7.67168 0.07303 0.02 -0.16 0.00 0.181
C -1.45732 -6.37642 0.05858 -0.06 0.16 0.00 -0.124
C -2.74804 -5.87506 0.11994 0.11 0.05 -0.01 -0.121
F -3.76960 -6.69999 0.19870 -0.11 -0.08 0.00 0.176
C -2.95583 -4.50468 0.09836 0.02 0.16 -0.04 -0.201
F -4.21079 -4.07788 0.16434 -0.04 -0.05 -0.01 0.134
C -1.90819 -3.59326 0.02244 0.31 0.31 0.00 -0.278
P -2.19085 -1.75863 -0.02667 -1.08 -0.89 -0.13 1.092
C -3.27538 -1.59794 -1.48917 0.26 0.19 -0.07 -0.332
C -2.62436 -1.36033 -2.70204 -0.12 -0.09 0.13 -0.102
C -3.34650 -1.21769 -3.87439 0.05 0.00 -0.07 -0.058
C -4.73022 -1.31078 -3.84538 0.02 -0.01 0.01 -0.050
C -5.38310 -1.55263 -2.64503 -0.06 -0.01 0.00 -0.044
C -4.66541 -1.69600 -1.46827 0.03 0.02 0.02 -0.077
C -3.28733 -1.56267 1.41079 0.19 0.13 0.10 -0.364
C -3.11429 -2.36783 2.53643 -0.02 0.03 -0.07 -0.094
C -3.92269 -2.18947 3.64640 0.03 -0.04 0.07 -0.060
C -4.89237 -1.19648 3.64907 -0.02 0.02 0.00 -0.047
C -5.05072 -0.37830 2.54027 -0.03 0.06 0.00 -0.042
C -4.25133 -0.55565 1.42214 0.10 -0.01 -0.01 -0.101
C -0.62658 -4.13181 -0.02426 -0.04 0.14 -0.01 -0.487
Br 0.92145 -3.01307 -0.07783 0.04 -0.13 0.02 0.998
C -0.39174 -5.49412 -0.01426 0.17 0.16 -0.01 -0.249
F 0.84709 -5.96764 -0.07110 0.00 -0.07 0.02 0.103
H -1.54388 -1.29490 -2.72089 0.02 0.04 -0.09 0.068
H -2.83457 -1.02529 -4.80873 0.00 -0.03 0.01 0.111
H -5.30087 -1.19616 -4.75725 0.00 0.01 0.00 0.117
H -6.46206 -1.63034 -2.62340 0.01 0.00 0.01 0.118
H -5.19119 -1.87725 -0.54214 -0.01 -0.04 -0.03 0.103
H -2.35760 -3.14388 2.54368 -0.01 -0.01 0.03 0.113
H -3.79664 -2.82826 4.51142 -0.01 0.00 -0.01 0.116
H -5.52424 -1.05908 4.51680 0.00 0.00 -0.01 0.117
H -5.79317 0.40850 2.54706 0.00 -0.02 -0.01 0.122
H -4.37522 0.08890 0.55954 0.00 0.04 0.05 0.117
O 2.21997 0.12639 0.16723 -0.05 -0.18 0.16 -0.427
P 3.29284 1.19018 -0.09869 2.66 1.62 -0.19 0.640
N 4.12894 0.92874 -1.48079 -0.47 -0.28 0.47 -0.150
C 4.85285 -0.33812 -1.70578 0.12 -0.14 -0.11 -0.181
C 4.82332 -0.50805 -3.21869 0.03 0.14 0.06 -0.145
C 4.93515 0.93242 -3.71441 -0.01 -0.07 0.12 -0.137
C 4.10556 1.74631 -2.71686 0.04 0.15 -0.16 -0.150
N 2.60997 2.67587 -0.19606 -0.18 -0.57 0.28 -0.157
C 1.31491 3.04558 0.40812 0.29 -0.02 -0.05 -0.176
C 1.15395 4.49487 -0.02541 -0.05 0.01 0.01 -0.129
C 2.57088 5.03146 0.17928 -0.07 -0.11 0.04 -0.132
C 3.45708 3.89017 -0.32665 0.05 0.19 -0.12 -0.149
N 4.39439 1.24257 1.14018 -0.85 -0.37 -0.28 -0.176
C 3.86554 1.63953 2.45938 0.06 0.17 0.19 -0.191
C 5.09478 1.52770 3.34849 0.02 -0.13 -0.07 -0.152
C 5.74886 0.24045 2.84109 -0.09 0.11 -0.01 -0.148
C 5.48911 0.25720 1.32710 0.22 0.05 -0.01 -0.170
H 4.37569 -1.16649 -1.17706 0.00 0.02 0.01 0.113
H 5.88661 -0.25795 -1.36181 -0.04 -0.02 0.04 0.115
H 3.87653 -0.94622 -3.52866 -0.05 -0.03 -0.03 0.083
H 5.63480 -1.14228 -3.56972 -0.03 -0.03 -0.02 0.125
H 4.57862 1.06078 -4.73462 0.03 0.04 0.00 0.117
H 5.97566 1.25579 -3.67138 0.00 -0.01 -0.06 0.122
H 3.08736 1.91009 -3.06226 -0.09 -0.02 0.03 0.093
H 4.55992 2.72093 -2.55510 0.03 -0.02 0.04 0.105
H 1.33332 2.97500 1.50224 -0.06 -0.14 -0.02 0.135
H 0.49456 2.42405 0.03458 -0.06 0.37 -0.07 0.047
H 0.39750 5.02003 0.55472 0.00 -0.02 0.01 0.130
H 0.88364 4.51932 -1.08047 -0.06 0.00 0.01 0.114
H 2.75214 5.22752 1.23735 0.02 0.00 0.00 0.119
H 2.75587 5.94858 -0.37413 0.00 0.03 0.03 0.124
H 4.38150 3.77971 0.24184 0.00 -0.01 -0.01 0.120
H 3.70392 4.05000 -1.37377 0.00 -0.02 0.01 0.103
H 3.07046 0.96504 2.80939 0.03 0.00 -0.03 0.116
H 3.46738 2.65533 2.42171 0.00 -0.03 -0.03 0.111
H 4.84520 1.49244 4.40665 0.01 0.02 0.00 0.120
H 5.75055 2.38054 3.16882 -0.02 0.03 0.04 0.123
H 5.26696 -0.62691 3.29413 0.01 -0.01 0.01 0.113
H 6.81153 0.19213 3.06535 0.00 -0.04 0.01 0.119
H 5.22096 -0.73766 0.96779 0.00 0.02 0.00 0.105
H 6.36573 0.59914 0.77587 -0.02 -0.03 -0.01 0.120
```
Positions in Å, forces in eV/Å.

Its charge is +2. The calculation puts the HOMO energy (spin up / spin down) at -0.46594 / -0.46614 hartree. The calculation puts the orbital gap (spin up / spin down) at 0.20251 / 0.20606 Ha.